14
Properties=species:S:1:pos:R:3:lowdin_charge:R:1 method="wB97M-V/def2-TZVPD" e_homo_ev=-9.380 gap_ev=10.3 charge=0
C 2.1987 0.8558 0.0993 -0.022
C 0.7729 0.9646 0.0482 -0.469
C -0.8383 -0.7363 -0.2213 -0.164
N -3.5536 0.7678 1.2792 0.202
N -3.5639 0.7562 0.1648 -0.370
N -3.6327 0.9209 -1.0019 0.082
N -0.3850 0.5597 -0.0357 0.049
O 1.3999 2.0665 0.1371 0.099
H 2.7505 0.5649 1.0679 0.125
H 2.9949 0.8737 -0.7708 0.142
H -1.9531 -0.7250 -0.5007 0.052
H -0.2648 -1.2020 -0.9996 0.069
H -0.7538 -1.3594 0.7189 0.100
H -3.8540 0.1817 -1.6982 0.105